1.
{"formula": "C5H10ClNS", "method": "ωB97M-V/def2-TZVPD", "homo_lumo_gap_ha": 0.365, "relative_energy_ev": 0.312, "homo_energy_ev": -9.209, "spin_multiplicity": 1, "smiles": "C[C@]1(S)CNC[C@H]1Cl", "charge": 0, "elements": ["Cl", "S", "N", "C", "C", "C", "C", "C", "H", "H", "H", "H", "H", "H", "H", "H", "H", "H"], "positions_angstrom": [[0.6282, -1.0192, -2.4713], [-1.4212, 1.3406, -0.8643], [-1.0333, -1.1117, 1.1362], [0.0851, 0.6346, -0.0828], [1.2472, 1.7023, -0.1105], [0.3969, -0.7370, -0.6665], [-0.2639, 0.1577, 1.3625], [-0.6030, -1.7434, -0.0606], [-1.2723, 0.7019, -2.0161], [-0.0463, -2.6707, 0.1697], [1.0482, 2.3994, 0.6299], [-1.4581, -2.1637, -0.7319], [-1.9800, -0.8093, 0.9928], [-0.7994, 0.8866, 1.9540], [2.1954, 1.2162, 0.2314], [1.3581, -0.9491, -0.3028], [0.6079, 0.0053, 1.8758], [1.3106, 2.1595, -1.0455]], "forces_ev_per_a": [[-0.303, 0.590, 0.818], [-0.049, 0.115, 0.516], [-0.695, 1.330, 1.877], [0.184, 1.035, -0.171], [-0.058, -3.618, 0.893], [-0.611, -0.368, -1.350], [-2.116, -0.427, -2.561], [0.217, -1.619, -1.503], [0.001, -0.111, -0.408], [-0.004, 0.326, -0.055], [-0.601, 1.653, 1.285], [1.326, 1.439, 0.963], [-0.424, 0.008, 0.167], [-0.568, 0.109, -0.111], [-0.512, 0.276, -0.655], [1.384, -0.537, 0.506], [2.451, -0.823, 1.273], [0.376, 0.622, -1.483]]}

---

2.
{"formula": "C44H46AsBCaN6O6PS2", "method": "ωB97M-V/def2-TZVPD", "homo_lumo_gap_ha": 0.246, "homo_energy_ev": -4.446, "spin_multiplicity": 1, "charge": -1, "elements": ["As", "Ca", "S", "S", "P", "O", "O", "O", "O", "O", "O", "N", "N", "N", "N", "N", "N", "C", "C", "C", "C", "C", "C", "C", "C", "C", "C", "C", "C", "C", "C", "C", "C", "C", "C", "C", "C", "C", "C", "C", "C", "C", "C", "C", "C", "C", "C", "C", "C", "C", "C", "C", "C", "C", "C", "C", "C", "C", "C", "C", "C", "B", "H", "H", "H", "H", "H", "H", "H", "H", "H", "H", "H", "H", "H", "H", "H", "H", "H", "H", "H", "H", "H", "H", "H", "H", "H", "H", "H", "H", "H", "H", "H", "H", "H", "H", "H", "H", "H", "H", "H", "H", "H", "H", "H", "H", "H", "H"], "positions_angstrom": [[-4.0272, -0.4868, -2.4593], [0.8700, -0.3872, 1.8042], [2.2739, -2.7222, 2.6400], [4.4726, -0.1280, 5.0062], [-0.1711, -2.1168, -0.5944], [3.2172, -2.0417, 3.6976], [0.8877, -2.3895, 3.0173], [2.5389, -2.0194, 1.3607], [3.2369, 2.8889, -0.5070], [2.5863, -4.1174, 2.6591], [3.4337, 0.8985, 0.4776], [-0.4496, 2.6130, 0.6805], [2.2427, 0.2430, 3.6405], [0.2628, 1.5978, 0.1415], [2.5780, 4.1991, 1.6677], [-1.9228, 1.4385, 2.3567], [-1.5408, 0.1652, 2.1580], [-3.8952, 1.1679, -3.4932], [-3.0960, 2.2261, -3.0750], [-3.7135, 0.1946, 2.7183], [3.0579, 0.4970, 5.8436], [0.7620, 1.0862, 5.4334], [-1.8968, -1.9567, -1.2367], [4.1902, 2.7728, 2.7880], [-4.1638, -3.8208, -5.0442], [-3.1640, -3.5714, -5.9722], [-3.6950, -1.7150, -3.9544], [-3.8335, 3.5539, -4.9438], [-0.6622, 3.5713, -0.2337], [0.6571, 1.4711, 6.7642], [-2.4306, -2.3930, -5.8969], [1.2751, -2.1077, -4.4491], [3.4139, -0.4927, 3.5732], [0.8463, -1.8526, -2.0891], [-4.6389, 2.5028, -5.3650], [-0.0672, 3.1843, -1.4189], [-4.6715, 1.3209, -4.6409], [-3.2217, 1.4870, 2.6874], [-0.0328, -3.9201, -0.3629], [0.4791, -2.3470, -3.3408], [0.4918, 1.9368, -1.1257], [1.7365, 1.3753, 7.6324], [3.2136, 2.0852, 0.5512], [-1.1070, -4.6620, 0.1247], [-2.6962, -1.4719, -4.8951], [3.5607, 5.0253, 2.3918], [1.3400, -5.9003, -0.2571], [2.0424, -1.1510, -1.9584], [-2.6103, -0.5961, 2.3796], [-2.1864, -0.5465, -1.7442], [1.1970, -4.5520, -0.5410], [4.1087, 4.1255, 3.4942], [-4.4259, -2.8951, -4.0410], [2.8449, -0.9184, -3.0694], [-3.0659, 3.4126, -3.7981], [-0.9636, -6.0135, 0.4005], [1.9741, 0.5959, 4.9420], [2.4573, -1.3873, -4.3144], [0.2603, -6.6363, 0.2078], [2.9478, 2.7837, 1.8753], [2.9520, 0.8763, 7.1656], [-0.9054, 2.5860, 2.1659], [-0.4362, -2.9189, -3.4476], [3.3994, 4.0702, 4.3240], [-4.7134, -0.1248, 2.9563], [-2.5555, -2.1653, -0.3886], [-5.2020, -3.0966, -3.3110], [-5.2418, 2.6039, -6.2591], [-2.4364, 4.2270, -3.4614], [4.3681, 5.3028, 1.7062], [-2.4849, 2.1382, -2.1853], [3.0964, 5.9449, 2.7475], [4.1594, 1.9253, 3.4678], [0.3774, -7.6878, 0.4379], [-1.2223, 4.4549, 0.0253], [-0.0337, 3.7242, -2.3498], [-1.6471, -2.1942, -6.6182], [-2.1014, 0.1712, -0.9246], [3.9490, -0.4110, 2.6302], [1.0533, 1.2827, -1.7721], [2.1444, 2.2390, 2.3707], [-0.2913, 1.8458, 7.1319], [3.7690, -0.3679, -2.9456], [2.3067, -6.3717, -0.3793], [2.3729, -0.8020, -0.9869], [-2.9529, -4.2929, -6.7516], [2.0533, -3.9783, -0.8719], [-2.1178, -0.5557, -4.8423], [-4.7365, -4.7385, -5.0961], [0.0626, 2.3522, 2.8556], [-1.8064, -6.5768, 0.7819], [-3.8054, 4.4778, -5.5079], [-1.4891, -0.2407, -2.5267], [1.6358, 1.6733, 8.6685], [-5.2974, 0.5026, -4.9799], [0.9782, -2.4868, -5.4199], [5.0694, 4.4616, 3.8856], [-0.0919, 1.1576, 4.7710], [1.6461, 4.3531, 2.0307], [-1.4282, 3.6424, 2.4302], [3.0775, -1.2011, -5.1826], [-2.0981, -2.7139, -1.9983], [-2.0637, -4.1837, 0.3003], [2.9040, 3.7477, -0.1503], [-3.7005, 2.4323, 2.8811], [3.8017, 0.7819, 7.8315], [-2.5329, -1.6702, 2.3007], [5.1073, 2.7000, 2.1970]], "forces_ev_per_a": [[0.091, -0.001, -0.063], [-0.285, 0.489, -0.459], [0.043, -0.206, -0.007], [-0.097, -0.051, 0.067], [-0.017, 0.151, 0.136], [0.003, 0.124, 0.024], [-0.194, -0.028, 0.092], [0.113, 0.053, -0.067], [0.005, 0.046, 0.003], [0.055, -0.005, -0.015], [-0.168, -0.068, -0.113], [-0.067, 0.077, -0.005], [-0.082, -0.286, 0.109], [0.072, 0.035, 0.066], [0.030, -0.029, -0.092], [-0.192, 0.013, -0.067], [0.043, -0.234, 0.227], [-0.041, 0.004, 0.015], [-0.018, -0.003, 0.026], [-0.027, -0.053, -0.027], [0.035, 0.001, -0.065], [0.011, -0.012, -0.046], [0.080, 0.100, 0.082], [-0.022, 0.050, -0.049], [0.019, -0.021, -0.027], [-0.015, 0.008, 0.022], [0.014, 0.000, 0.026], [-0.006, -0.012, 0.001], [0.010, -0.063, 0.052], [-0.025, 0.012, 0.003], [-0.007, 0.003, 0.000], [-0.006, -0.014, -0.015], [0.167, -0.350, 0.081], [0.018, -0.092, -0.014], [0.004, 0.000, 0.009], [-0.011, -0.006, -0.072], [0.007, 0.006, 0.004], [0.066, -0.036, -0.023], [0.043, -0.051, 0.068], [-0.029, 0.080, 0.006], [-0.101, -0.055, -0.014], [0.050, -0.015, 0.020], [0.186, 0.031, 0.341], [-0.018, 0.019, -0.031], [0.015, 0.011, -0.015], [0.006, 0.002, -0.009], [0.012, -0.009, -0.015], [-0.019, -0.081, -0.003], [-0.026, 0.075, -0.032], [-0.083, -0.038, 0.042], [-0.040, 0.023, 0.042], [-0.023, -0.031, -0.015], [0.002, 0.030, 0.035], [0.011, 0.010, 0.036], [0.000, 0.012, -0.009], [-0.010, -0.008, 0.012], [0.095, 0.077, 0.059], [-0.001, 0.003, -0.018], [0.001, 0.001, -0.003], [-0.067, 0.074, -0.098], [-0.026, 0.009, -0.009], [0.132, 0.029, -0.042], [0.020, 0.011, -0.040], [-0.006, -0.008, 0.002], [0.013, 0.002, -0.004], [-0.003, -0.030, -0.027], [-0.003, -0.007, -0.006], [0.003, 0.000, 0.000], [0.012, -0.005, 0.011], [-0.010, 0.021, -0.001], [0.030, 0.002, -0.003], [-0.017, -0.003, 0.006], [0.044, 0.107, -0.047], [0.000, 0.003, 0.002], [0.017, -0.001, 0.014], [0.002, -0.021, -0.009], [-0.005, 0.005, 0.006], [-0.010, 0.001, 0.006], [0.023, 0.048, 0.006], [0.056, -0.016, 0.017], [0.027, 0.026, 0.015], [-0.001, -0.004, -0.015], [-0.003, -0.004, -0.022], [-0.005, 0.009, 0.005], [-0.007, 0.049, 0.012], [-0.004, 0.000, 0.002], [0.013, 0.001, -0.001], [0.001, -0.011, -0.008], [0.002, 0.004, 0.001], [0.056, 0.019, -0.013], [-0.002, 0.006, -0.006], [-0.002, -0.003, 0.002], [0.016, -0.023, -0.025], [-0.001, 0.001, -0.008], [-0.002, 0.002, -0.010], [-0.007, -0.004, 0.011], [0.003, -0.006, -0.002], [-0.007, -0.002, 0.011], [-0.027, -0.005, -0.022], [-0.019, -0.011, -0.003], [0.004, 0.001, 0.002], [0.004, -0.005, -0.023], [0.013, -0.048, 0.001], [0.044, 0.059, -0.004], [0.013, 0.001, -0.005], [-0.009, 0.005, 0.002], [0.014, 0.004, 0.020], [0.005, 0.029, -0.020]]}

---

3.
{"formula": "C22H66F2InNO15S2", "method": "ωB97M-V/def2-TZVPD", "homo_lumo_gap_ha": 0.047, "relative_energy_ev": 5.872, "homo_energy_ev": -13.440, "spin_multiplicity": 1, "charge": 2, "elements": ["In", "S", "S", "F", "F", "O", "O", "O", "O", "O", "O", "O", "O", "O", "O", "O", "O", "O", "O", "O", "N", "C", "C", "C", "C", "C", "C", "C", "C", "C", "C", "C", "C", "C", "C", "C", "C", "C", "C", "C", "C", "C", "C", "H", "H", "H", "H", "H", "H", "H", "H", "H", "H", "H", "H", "H", "H", "H", "H", "H", "H", "H", "H", "H", "H", "H", "H", "H", "H", "H", "H", "H", "H", "H", "H", "H", "H", "H", "H", "H", "H", "H", "H", "H", "H", "H", "H", "H", "H", "H", "H", "H", "H", "H", "H", "H", "H", "H", "H", "H", "H", "H", "H", "H", "H", "H", "H", "H", "H"], "positions_angstrom": [[18.3940, 25.0521, -8.6039], [22.3039, 20.7227, -10.2260], [20.2774, 19.6236, -9.9798], [18.7806, 19.8722, -9.4033], [22.6866, 22.2747, -9.9932], [19.3374, 25.3042, -13.4834], [29.2418, 23.8548, -11.2977], [12.3910, 21.0624, -6.6063], [22.6094, 14.0099, -4.4271], [25.2806, 13.7315, -11.1856], [18.0073, 21.5341, -4.9684], [17.3342, 13.4529, -12.0649], [27.2676, 18.6198, -6.2197], [23.1313, 19.9949, -9.2398], [22.1569, 24.9277, -5.1869], [20.7631, 18.6179, -9.0472], [22.6153, 20.4634, -11.6618], [19.9763, 19.1792, -11.3286], [19.6923, 18.0026, -18.4358], [15.1410, 22.6843, -12.0333], [20.6634, 21.0597, -9.8155], [18.0879, 17.2810, -16.9804], [27.5267, 23.6838, -12.8861], [16.2000, 14.8799, -10.3867], [28.3372, 19.5078, -6.2027], [27.8984, 23.6095, -11.3736], [12.5616, 20.0893, -7.6402], [19.4376, 17.9609, -17.0531], [20.5513, 24.8834, -14.0850], [29.6275, 18.8395, -5.7217], [23.4225, 25.4504, -5.6439], [15.0839, 21.8846, -13.2156], [20.3700, 23.5612, -14.7955], [24.5058, 24.3701, -5.4733], [11.8080, 18.7744, -7.2033], [21.9904, 13.6872, -6.7267], [25.3565, 15.0111, -11.6812], [17.4089, 13.9926, -10.7128], [13.8524, 21.0151, -13.1337], [18.4629, 19.2615, -4.2989], [19.0420, 20.6832, -4.5290], [24.1624, 15.3128, -12.5950], [22.8823, 14.5265, -5.7058], [12.1228, 20.4807, -8.5580], [12.0077, 17.9932, -7.9367], [23.2019, 14.4103, -3.7867], [27.7410, 22.5903, -11.0207], [22.4172, 13.7965, -7.7237], [26.0859, 13.5429, -10.6984], [28.0813, 22.9178, -13.4281], [15.2898, 14.3015, -10.5455], [12.9357, 21.5623, -12.9139], [20.5997, 18.2932, -18.5537], [19.6106, 23.6456, -15.5729], [29.5043, 18.5438, -4.6799], [12.1194, 18.3535, -6.2473], [24.7114, 24.0896, -4.4403], [17.4679, 13.1709, -9.9990], [16.1103, 15.7408, -11.0492], [26.4558, 23.4934, -12.9563], [13.6435, 19.9769, -7.7103], [25.3962, 24.6606, -6.0309], [19.2300, 18.5388, -4.0208], [18.0521, 18.9280, -5.2519], [18.1458, 12.9546, -12.1854], [24.1783, 16.2975, -13.0621], [28.0807, 20.4457, -5.7103], [19.3920, 21.0289, -3.5563], [15.0056, 22.5147, -14.1015], [25.2996, 15.7184, -10.8538], [22.6389, 15.5879, -5.7552], [24.1556, 23.4613, -5.9626], [17.3381, 21.6186, -4.2852], [20.9525, 14.0200, -6.7187], [19.4262, 18.9401, -16.5743], [24.0255, 14.6182, -13.4238], [27.7527, 24.6661, -13.3009], [26.5644, 18.9246, -6.7979], [18.3329, 14.5681, -10.6573], [20.7347, 25.5845, -14.8992], [18.1528, 16.4625, -17.6972], [17.3276, 18.0463, -17.1365], [21.9010, 12.6794, -6.3211], [29.8400, 17.9910, -6.3722], [17.9702, 16.7686, -16.0256], [13.8019, 20.5178, -14.1023], [10.7389, 18.9425, -7.0727], [23.1967, 15.3314, -12.0897], [29.4364, 24.1848, -10.4175], [13.9589, 20.2476, -12.3671], [12.6594, 21.9165, -6.9527], [15.9084, 21.1786, -13.3145], [18.6712, 25.5395, -14.1333], [26.2628, 15.2101, -12.2533], [30.4912, 19.4950, -5.8326], [21.4087, 24.8662, -13.4122], [21.3000, 23.1962, -15.2314], [19.8820, 20.6960, -5.2236], [20.2280, 17.4318, -16.5207], [27.3659, 24.3197, -10.7410], [22.2536, 24.7542, -4.2476], [14.2666, 23.0672, -11.9316], [16.2147, 15.2250, -9.3528], [23.9415, 14.4312, -5.9448], [17.6410, 19.3186, -3.5852], [19.9885, 22.7874, -14.1293], [23.8368, 26.2978, -5.0977], [23.4330, 25.7319, -6.6969], [28.5425, 19.7401, -7.2477]], "forces_ev_per_a": [[0.048, -0.109, -0.049], [5.783, 2.327, -1.279], [-8.084, -6.524, 0.957], [0.673, -0.214, -0.265], [-0.080, -1.159, -0.282], [0.095, -0.037, 1.521], [1.757, 0.453, 0.398], [-0.296, -0.037, 0.106], [-0.019, 0.145, -0.041], [-0.068, -0.893, 0.145], [0.134, 0.606, -0.868], [-0.276, 0.700, 1.353], [-0.516, -0.981, 0.639], [-2.555, 1.761, -2.026], [0.463, 0.972, -0.743], [0.197, 1.285, -1.348], [-1.676, 0.679, 3.924], [1.135, 0.435, 0.981], [0.656, 0.525, 0.179], [0.973, 0.038, 0.033], [4.616, 1.411, -0.637], [0.808, -0.294, 0.886], [-0.371, -0.168, 1.254], [0.101, -0.628, -0.599], [1.293, -0.017, -1.154], [-0.700, 0.073, -1.700], [-0.986, -0.731, 1.518], [-0.730, -0.664, -0.291], [-0.630, 0.078, -1.972], [-0.759, 0.204, 0.135], [1.402, -1.267, 0.742], [-1.328, -0.172, 0.401], [-0.226, -0.722, 0.289], [-0.575, -0.383, -0.892], [0.827, 0.754, -0.280], [0.678, 1.212, 1.462], [-1.437, 1.151, -1.294], [-0.748, 0.413, -0.954], [0.136, -0.576, -0.404], [0.369, 0.578, -1.008], [-0.580, -1.115, 1.280], [-0.556, 0.091, -0.177], [-1.474, -1.565, -1.011], [0.169, -0.176, -0.275], [-0.271, 0.069, -0.167], [0.132, 0.062, 0.231], [-0.567, -0.359, 0.184], [-0.158, -0.433, 0.031], [0.169, -0.213, 0.126], [-0.063, 0.075, 0.002], [-0.061, -0.082, 0.139], [-0.029, 0.131, -0.289], [0.245, 0.145, -0.354], [0.128, 0.147, -0.200], [0.312, -0.225, -0.045], [0.465, 0.395, 0.070], [0.159, 0.383, 0.033], [0.111, -0.207, 0.124], [0.290, 0.040, -0.021], [-0.016, -0.046, -0.293], [0.097, -0.577, -0.559], [0.270, 0.107, 0.417], [-0.077, 0.108, 0.341], [-0.122, -0.096, -0.018], [0.130, -0.234, -0.211], [0.643, 0.145, 0.159], [0.044, 0.123, 0.339], [0.363, 0.195, 0.060], [0.314, 0.101, -0.087], [0.307, 0.450, 0.328], [-0.097, 0.382, -0.051], [-0.083, -0.150, -0.050], [0.021, -0.129, 0.157], [0.074, 0.461, -0.111], [-0.024, 0.559, -0.124], [0.389, -0.317, 0.107], [0.045, -0.045, 0.127], [-0.021, 0.237, -0.010], [0.301, 0.107, 0.217], [0.677, 0.359, 0.181], [-0.624, 0.332, -0.325], [-0.300, -0.584, -0.246], [0.594, -0.195, -0.457], [-0.180, -0.232, 0.267], [-0.285, 0.372, 0.257], [-0.570, -0.179, 0.008], [0.022, 0.166, -0.436], [0.072, -0.307, 0.490], [0.377, 0.066, 0.088], [0.076, 0.018, 0.045], [-0.029, 0.124, 0.019], [0.512, 0.634, 0.351], [0.279, -0.093, -0.273], [0.467, -0.081, 0.128], [-0.213, 0.263, 0.204], [-0.481, 0.206, 0.407], [0.006, 0.094, -0.089], [-0.310, 0.095, -0.193], [0.259, -0.395, 0.034], [-0.460, -0.051, -0.065], [-0.022, -0.003, 0.120], [-0.057, 0.047, 0.004], [0.171, -0.094, -0.044], [0.275, -0.057, -0.069], [0.202, -0.187, 0.177], [0.142, -0.048, 0.251], [-0.848, 0.445, 0.266], [-0.826, -0.100, 0.036], [0.015, 0.623, -0.393]]}